Model P:
Entry from the Open Molecules 2025 dataset: a cluster of 2 separate species, C3H6N4O in total (ωB97M-V with the def2-TZVPD basis set).

## Properties
spin multiplicity = 1

CARTESIAN COORDINATES (ANGSTROEM)
C -0.88395 0.56848 0.47636
C -0.17912 0.94627 -0.60630
C -0.14395 -0.80159 0.58747
H -2.89825 0.97851 0.52420
H -2.09060 1.08248 2.14196
H -0.09650 2.07515 -0.99745
H 2.59549 1.02056 -1.59446
H 1.88251 -0.12534 -2.73542
H 1.07355 -2.00209 1.71073
N -1.87220 1.33172 1.09729
N 0.64090 -0.04802 -1.09000
N 1.60626 0.61658 -1.91233
N 0.81029 -1.06293 -0.29647
O -0.19009 -1.64621 1.70197

Löwdin atomic charge list, values in e, 6 entries: number 1, C, carries -0.30; number 2, C, carries -0.09; number 3, C, carries -0.34; number 4, H, carries 0.19; number 5, H, carries 0.12; number 6, H, carries 0.17

=====

Model Q:
Entry from the Open Molecules 2025 dataset: the molecule C3H6N4O (ωB97M-V with the def2-TZVPD basis set).

## Properties
SMILES = N/N=c1\[nH]c(N)co1
spin multiplicity = 1

CARTESIAN COORDINATES (ANGSTROEM)
N 2.66239 -0.66819 -0.05340
N 2.23835 0.61704 0.02976
C 0.90342 0.65821 -0.11916
N -0.02649 -0.46278 -0.28827
C -1.36042 0.04815 -0.12059
N -2.38579 -0.83029 0.06259
C -1.24118 1.37222 -0.17334
O 0.07690 1.73369 -0.00119
H 3.33128 -0.81849 0.81730
H 3.46553 -0.60871 -0.77172
H 0.45732 -1.21994 0.44021
H -3.41819 -0.65807 0.68506
H -2.79446 -1.39448 -0.67819
H -1.90868 2.23163 0.17094

Löwdin atomic charge list, values in e, 6 entries: number 1, N, carries -0.12; number 2, N, carries -0.08; number 3, C, carries -0.33; number 4, N, carries 0.10; number 5, C, carries -0.42; number 6, N, carries 0.05

=====

Model R:
Entry from the Open Molecules 2025 dataset: a structure of composition C3H6N4O (ωB97M-V with the def2-TZVPD basis set).

## Properties
spin multiplicity = 1

CARTESIAN COORDINATES (ANGSTROEM)
C 0.17134 0.64196 -0.48157
C -0.43251 0.79912 1.57346
C -1.22011 -0.44970 0.75862
H 1.69662 -1.56367 -1.51891
H 0.76753 -0.96072 -3.26651
H 2.06461 1.08305 -1.54110
H -1.02743 0.31241 3.57742
H -1.53992 -1.54582 1.23625
H -2.37495 -0.05295 0.40301
N 1.53059 -0.81289 -2.33728
N 0.87698 0.59689 -1.61847
N 0.20020 1.58318 0.43506
N -0.44915 0.98826 3.00566
O -0.26381 -0.61912 -0.22561

Löwdin atomic charge list, values in e, 6 entries: number 1, C, carries -0.56; number 2, C, carries -0.22; number 3, C, carries -0.16; number 4, H, carries 0.10; number 5, H, carries 0.16; number 6, H, carries 0.26

=====

Model S:
Entry from the Open Molecules 2025 dataset: a structure of composition C3H6N4O (ωB97M-V with the def2-TZVPD basis set).

## Properties
spin multiplicity = 1

CARTESIAN COORDINATES (ANGSTROEM)
C 2.55039 -0.23295 -0.34199
C -2.01235 -0.64053 0.03296
C -0.59920 0.93028 -0.06929
H 2.98787 -1.50754 -0.54910
H 2.26362 0.47329 -1.19478
H 3.68942 0.07964 0.01240
H 1.50146 0.15280 1.29936
H -0.73919 -2.23945 -0.63306
H -3.14149 -0.99887 0.06930
N 1.46813 -0.44838 0.57816
N 0.22608 -0.39755 -0.01655
N -0.83549 -1.46920 -0.00776
N -1.85704 0.58699 -0.11538
O 0.09920 1.97454 0.02456

Löwdin atomic charge list, values in e, 6 entries: number 1, C, carries -0.15; number 2, C, carries -0.15; number 3, C, carries -0.42; number 4, H, carries 0.14; number 5, H, carries 0.08; number 6, H, carries 0.11

=====

Tell me which of them is the least stable. Sure, it is model R.

=====

Model P:
Entry from the Open Molecules 2025 dataset: the molecule C3H6N4O (ωB97M-V with the def2-TZVPD basis set).

## Properties
SMILES = [H]/N=c1/nc[nH]n1OC
spin multiplicity = 1

CARTESIAN COORDINATES (ANGSTROEM)
H 0.59428 2.41912 0.97676
N 1.21859 2.26648 0.06183
C 1.18897 1.04326 -0.15845
N 2.21747 0.08149 -0.66340
C 1.84617 -1.06770 -0.36163
N 0.71909 -1.08275 0.49377
N 0.02614 0.19470 0.17979
O -0.86460 0.14659 -0.86526
C -2.22333 0.07245 -0.19443
H 2.41098 -2.02898 -0.53015
H 0.38145 -2.16715 0.98718
H -2.08604 -0.98225 0.50621
H -3.05030 0.14847 -0.92060
H -2.37887 0.95629 0.48838

Löwdin atomic charge list, values in e, 6 entries: number 1, H, carries 0.13; number 2, N, carries 0.15; number 3, C, carries -0.40; number 4, N, carries 0.10; number 5, C, carries -0.25; number 6, N, carries 0.00

=====

Model Q:
Entry from the Open Molecules 2025 dataset: the molecule C3H6N4O (ωB97M-V with the def2-TZVPD basis set).

## Properties
SMILES = Nc1nc(O)c(N)[nH]1
spin multiplicity = 1

CARTESIAN COORDINATES (ANGSTROEM)
N -0.47045 0.13979 -2.44098
C -0.13656 -0.03951 -1.16562
N 1.07792 -0.25931 -0.88736
C 1.11243 -0.31163 0.45687
O 2.22099 -0.74036 1.06556
C -0.17905 -0.05809 1.03864
N -0.58630 0.28444 2.31558
N -0.92795 0.27500 -0.04418
H -1.14793 0.83210 -2.57867
H 0.20340 0.00789 -3.13682
H 2.89914 -0.82400 0.39657
H -1.13839 1.07986 2.23262
H -0.98999 -0.47025 2.86791
H -1.93729 0.08407 -0.12010

Löwdin atomic charge list, values in e, 6 entries: number 1, N, carries 0.15; number 2, C, carries -0.48; number 3, N, carries 0.16; number 4, C, carries -0.35; number 5, O, carries 0.08; number 6, C, carries -0.33

=====

Model R:
Entry from the Open Molecules 2025 dataset: the molecule C3H6N4O (ωB97M-V with the def2-TZVPD basis set).

## Properties
SMILES = [H]/N=N/C(=N\[H])O/C(C)=N/[H]
spin multiplicity = 1

CARTESIAN COORDINATES (ANGSTROEM)
H 1.81976 -0.21119 -2.22813
N 1.06148 -0.88186 -2.02462
N 0.23005 -0.35967 -1.28020
C -0.73603 -1.22312 -0.65281
N -1.38788 -2.15208 -1.22797
H -1.04266 -2.22710 -2.18686
O -0.69346 -0.91815 0.62825
C 0.27080 0.34055 0.77291
C -0.59029 1.40025 1.38686
N 1.52835 0.25454 0.80885
H 1.96695 1.01114 1.33269
H -1.41528 1.65941 0.72300
H -0.00056 2.28750 1.62788
H -1.01124 1.01977 2.32015

Löwdin atomic charge list, values in e, 6 entries: number 1, H, carries 0.08; number 2, N, carries 0.14; number 3, N, carries -0.03; number 4, C, carries -0.54; number 5, N, carries 0.16; number 6, H, carries 0.04

=====

Model S:
Entry from the Open Molecules 2025 dataset: the molecule C3H6N4O (ωB97M-V with the def2-TZVPD basis set).

## Properties
SMILES = [H]/N=C1\CO/C(=N\N)N1
spin multiplicity = 1

CARTESIAN COORDINATES (ANGSTROEM)
H -3.43011 0.22850 -0.24047
N -2.83141 -0.51520 -0.00203
C -1.61277 -0.19089 -0.03488
C -1.00724 1.25112 0.04903
O 0.43352 1.04993 -0.01653
C 0.64453 -0.26750 0.07838
N 1.79119 -0.87146 0.00052
N 2.79273 0.13015 0.06125
N -0.49748 -1.00096 0.00079
H -1.21169 1.77606 -0.92752
H -1.36029 1.77328 0.97772
H 3.67233 -0.09018 -0.41984
H 2.43529 1.00117 -0.24652
H -0.50600 -2.04238 0.00994

Löwdin atomic charge list, values in e, 6 entries: number 1, H, carries 0.03; number 2, N, carries 0.13; number 3, C, carries -0.40; number 4, C, carries -0.03; number 5, O, carries 0.00; number 6, C, carries -0.48

=====

Tell me which of them is the least stable. Sure, it is model P.

=====

Model P:
Entry from the Open Molecules 2025 dataset: the ion C2H8N3O2 with charge +1 (ωB97M-V with the def2-TZVPD basis set).

## Properties
charge = +1
SMILES = N/C(NO)=C(\[NH3+])O
spin multiplicity = 1

CARTESIAN COORDINATES (ANGSTROEM)
N 0.45970 0.89983 1.08580
C 0.09123 0.38218 -0.10162
N 0.07388 1.10725 -1.33387
O 0.12162 2.51802 -1.08387
C -0.31347 -0.94154 -0.07568
N 0.03827 -1.81675 1.10485
O -0.83569 -1.80622 -0.98491
H 1.45382 1.18861 1.11927
H -0.13462 1.68374 1.25591
H -0.67731 1.06558 -1.93066
H 0.87837 2.81171 -1.46720
H 0.84457 -2.34910 0.96079
H -0.78608 -2.37472 1.25348
H 0.21150 -1.04218 1.79749
H -1.42579 -1.32640 -1.59977

Löwdin atomic charge list, values in e, 6 entries: number 1, N, carries 0.10; number 2, C, carries -0.30; number 3, N, carries 0.05; number 4, O, carries 0.01; number 5, C, carries -0.25; number 6, N, carries 0.27

=====

Model Q:
Entry from the Open Molecules 2025 dataset: the ion C2H8N3O2 with charge +1 (ωB97M-V with the def2-TZVPD basis set).

## Properties
charge = +1
SMILES = [H]/N=[N+](/NOC)OC
spin multiplicity = 1

CARTESIAN COORDINATES (ANGSTROEM)
H -2.11628 0.76666 1.54655
N -1.33799 0.07466 1.76975
N -0.53341 0.05899 0.55088
N 0.58537 -0.68390 0.48821
O 1.26707 -0.71446 -0.68341
C 2.49813 -1.25824 -0.62677
O -1.00705 0.55111 -0.56894
C -2.07912 1.45896 -0.48523
H 1.06352 -0.88512 1.32473
H 2.51294 -2.23970 -0.08055
H 3.28269 -0.65290 -0.03474
H 2.77192 -1.52629 -1.74404
H -2.00170 1.99477 -1.40671
H -2.03245 2.23326 0.23523
H -2.87364 0.82220 -0.28497

Löwdin atomic charge list, values in e, 6 entries: number 1, H, carries 0.07; number 2, N, carries 0.22; number 3, N, carries -0.12; number 4, N, carries 0.12; number 5, O, carries -0.08; number 6, C, carries -0.11

=====

Model R:
Entry from the Open Molecules 2025 dataset: a cluster of 2 separate species, C2H8N3O2 in total (ωB97M-V with the def2-TZVPD basis set).

## Properties
charge = +1
spin multiplicity = 1

CARTESIAN COORDINATES (ANGSTROEM)
C -1.07793 -0.61743 -1.19793
C 1.07875 -1.43530 -0.22620
N 0.11249 2.32098 0.90777
N -0.07924 -0.62221 -0.09480
N -0.27748 0.11805 0.90478
O -0.20526 3.04316 -0.05530
O 0.48740 -0.25805 1.94348
H -0.59725 -0.15109 -2.16626
H -0.98957 -1.66532 -1.52239
H -2.10323 -0.36651 -0.95501
H 1.36588 -1.48985 -1.26457
H 1.88591 -0.77668 0.32575
H 1.01070 -2.24983 0.47325
H -0.95264 3.72613 0.24246
H 0.34147 0.42394 2.68496

Löwdin atomic charge list, values in e, 6 entries: number 1, C, carries 0.04; number 2, C, carries 0.01; number 3, N, carries 0.03; number 4, N, carries -0.20; number 5, N, carries 0.02; number 6, O, carries -0.04

=====

Tell me which of them is the least stable. Sure, it is model Q.

=====

Model P:
Entry from the Open Molecules 2025 dataset: the molecule C9H17N3O5 (ωB97M-V with the def2-TZVPD basis set).

## Properties
SMILES = C[C@@H](O)[C@H](NC(=O)[C@@H](N)CCC(N)=O)C(=O)O
spin multiplicity = 1

CARTESIAN COORDINATES (ANGSTROEM)
C 3.02577 -1.03796 -0.87665
C 3.08955 -0.15557 0.43975
O 4.34895 0.59818 0.24853
C 1.89724 0.70110 1.01399
N 0.61296 0.07472 1.43615
C -0.12999 -0.85538 0.74946
O -0.55181 -1.85823 1.27709
C -0.53781 -0.47303 -0.74844
N -0.98689 -1.86510 -1.24726
C -1.75376 0.33516 -0.68917
C -3.08460 -0.10542 -0.02504
C -4.12737 0.88856 -0.01513
N -5.27850 0.61577 0.81570
O -3.97923 1.96966 -0.55886
C 1.62383 1.98002 0.18435
O 0.49703 2.56924 0.37575
O 2.78098 2.34252 -0.76614
H 2.36426 -0.55313 -1.80158
H 2.46739 -1.98998 -0.80221
H 4.11114 -1.18010 -1.04520
H 3.61249 -0.94122 0.96675
H 5.10967 -0.09246 0.43211
H 2.46966 1.04285 1.95638
H 0.74102 -0.21012 2.36478
H 0.48924 -0.19449 -1.21561
H -1.19957 -2.47256 -0.16329
H -0.10710 -2.33439 -1.78547
H -1.35516 1.25876 -0.21425
H -1.94708 0.48636 -1.79128
H -2.77036 -0.08396 1.07494
H -3.42034 -1.15555 -0.16764
H -6.10043 1.35026 0.46599
H -5.59492 -0.46452 0.73433
H 3.68375 1.81000 -0.62281

Löwdin atomic charge list, values in e, 6 entries: number 1, C, carries -0.05; number 2, C, carries -0.31; number 3, O, carries -0.15; number 4, C, carries -0.15; number 5, N, carries 0.14; number 6, C, carries -0.43

=====

Model Q:
Entry from the Open Molecules 2025 dataset: the molecule C9H17N3O5 (ωB97M-V with the def2-TZVPD basis set).

## Properties
SMILES = C[C@@H](O)[C@H](NC(=O)[C@@H](N)CCC(N)=O)C(=O)O
spin multiplicity = 1

CARTESIAN COORDINATES (ANGSTROEM)
C 2.61685 3.62857 -1.56676
C 2.26740 2.29593 -0.77719
O 1.86892 2.47694 0.60272
C 1.15347 1.45755 -1.39762
N 0.95878 0.28185 -0.34772
C -0.19531 -0.36419 -0.38123
O -0.73877 -0.39416 -1.46969
C -0.73718 -0.88727 0.83778
N 0.30392 -0.93237 1.95891
C -2.15918 -0.34281 1.12829
C -2.66344 -0.93501 2.41186
C -2.82151 -2.39962 2.52714
N -1.79186 -3.07151 3.09857
O -3.88023 -2.96297 2.24939
C 1.67578 0.78142 -2.82672
O 2.70345 1.04628 -3.48118
O 0.89230 -0.39264 -3.08002
H 1.70310 4.32628 -2.09474
H 3.16545 3.21137 -2.45962
H 3.21286 4.37177 -1.09755
H 3.14041 1.58546 -0.62259
H 2.24951 3.48442 0.61888
H 0.18515 1.90486 -1.45630
H 1.42778 0.51097 0.56998
H -0.97266 -1.94666 0.44575
H 1.26324 -1.20662 1.76658
H -0.03383 -0.14936 2.84076
H -2.67481 -0.54896 0.31615
H -2.18403 0.69603 1.17954
H -2.04730 -0.62220 3.31434
H -3.58143 -0.39870 2.44102
H -1.75693 -4.06549 2.77530
H -0.90659 -2.41383 2.99410
H -0.07236 -0.28024 -2.80319

Löwdin atomic charge list, values in e, 6 entries: number 1, C, carries -0.04; number 2, C, carries -0.40; number 3, O, carries -0.12; number 4, C, carries -0.07; number 5, N, carries 0.13; number 6, C, carries -0.51

=====

Tell me which of them is the least stable. Sure, it is model P.